No. 1
C3H10N2O in the gas phase in a non-equilibrium geometry. Source: the OMol25 dataset; level of theory: ωB97M-V/def2-TZVPD.

For the HOMO energy, the calculation gives -8.949 eV. For the energy above the lowest of the compared OMol25 structures with the same formula, charge and spin, the calculation gives 1.450 eV. The value obtained for the largest force on an atom is 2.43 eV/Å. Its frontier orbital gap is 9.900 eV.

Structure (ORCA input):
```
! wB97M-V def2-TZVPD RIJCOSX def2/J DEFGRID3
* xyz 0 1
N -1.23 -0.14 0.72
C -0.11 -0.41 -0.13
C 1.21 -0.34 0.61
O 1.36 -1.32 1.65
C 0.04 0.60 -1.35
N -1.15 1.46 -1.47
H -1.69 -0.93 1.14
H -1.81 0.60 0.36
H -0.20 -1.33 -0.67
H 1.32 0.67 1.02
H 2.02 -0.58 -0.09
H 0.44 -1.54 1.86
H 0.22 0.03 -2.25
H 0.85 1.27 -1.09
H -1.04 2.37 -1.05
H -1.49 1.51 -2.41
*
```

Here are the natural (NBO) charges for atoms 1 to 5, given in e:
1 N -0.89
2 C -0.10
3 C -0.07
4 O -0.72
5 C -0.21

---

No. 2
A molecular structure, C13H33NO16S2V in a non-equilibrium geometry. Source: the OMol25 dataset; level of theory: ωB97M-V/def2-TZVPD.

For the HOMO energy (alpha / beta), the calculation gives 0.169 / -1.984 eV. The expectation value of S² is 0.757. The value obtained for the largest force on an atom is 4.54 eV/Å. Its frontier orbital gap (alpha / beta) is 3.543 / 5.696 eV.

Structure (ORCA input):
```
! wB97M-V def2-TZVPD RIJCOSX def2/J DEFGRID3
* xyz -2 2
O 0.33 2.61 -1.01
V -0.95 1.65 -0.92
O -0.63 0.47 0.08
C -1.54 0.26 -4.98
C -1.40 0.75 -3.50
O -1.30 -0.10 -2.59
O -1.22 1.94 -3.22
H -2.50 0.52 -5.44
H -1.47 -0.83 -4.93
H -0.71 0.70 -5.54
C -4.67 3.11 0.79
C -3.30 2.73 0.15
O -3.26 1.75 -0.60
O -2.23 3.35 0.45
H -4.92 2.46 1.63
H -5.38 3.10 -0.04
H -4.72 4.14 1.12
C -3.78 -1.45 0.01
O -4.70 -0.61 -0.65
H -3.30 -2.15 -0.68
H -2.99 -0.91 0.54
H -4.27 -2.06 0.77
H -4.27 0.23 -0.80
C -1.38 2.24 3.49
O -2.23 3.37 3.80
H -1.99 1.41 3.84
H -1.05 2.21 2.46
H -0.52 2.10 4.15
H -2.55 3.22 4.69
O 3.04 -5.35 -4.25
S 3.18 -3.89 -4.47
O 2.96 -3.21 -5.78
O 2.24 -3.13 -3.32
C 1.98 -1.75 -3.46
C 1.82 -1.16 -1.99
C 4.84 -3.38 -3.90
H 1.10 -1.65 -4.09
H 2.75 -1.30 -4.08
H 2.67 -1.38 -1.35
H 0.95 -1.52 -1.45
H 1.67 -0.09 -2.11
H 4.95 -2.32 -4.15
H 5.52 -4.00 -4.48
H 4.79 -3.58 -2.83
O -1.05 -3.58 4.74
S -0.96 -2.20 4.31
O -1.91 -1.22 4.78
O 0.52 -1.67 4.76
C 0.68 -0.54 5.59
C 1.99 0.15 5.24
C -0.80 -2.11 2.44
H 0.80 -0.90 6.61
H -0.10 0.21 5.51
H 2.24 0.81 6.08
H 1.89 0.59 4.25
H 2.81 -0.56 5.17
H -0.05 -2.83 2.13
H -0.71 -1.11 2.00
H -1.72 -2.56 2.08
C 3.72 2.16 -0.71
N 3.33 3.44 -1.41
O 3.46 3.54 -2.65
O 3.07 4.42 -0.66
H 4.11 1.38 -1.36
H 2.74 1.77 -0.41
H 4.37 2.30 0.15
*
```

Here are the natural (NBO) charges for atoms 1 to 5, given in e:
1 O -0.85
2 V 1.38
3 O -0.86
4 C -0.73
5 C 0.77

---

No. 3
A molecular structure, C10H19CeClIN3O2P in a non-equilibrium geometry. Source: the OMol25 dataset; level of theory: ωB97M-V/def2-TZVPD.

For the HOMO energy (alpha / beta), the calculation gives -14.668 / -14.671 eV. For the energy above the lowest of the compared OMol25 structures with the same formula, charge and spin, the calculation gives 1.883 eV. The expectation value of S² is 0.751. The value obtained for the largest force on an atom is 3.72 eV/Å. Its frontier orbital gap (alpha / beta) is 6.653 / 6.742 eV.

Structure (ORCA input):
```
! wB97M-V def2-TZVPD RIJCOSX def2/J DEFGRID3
* xyz 2 2
C -0.81 -2.07 -1.18
I 0.15 -2.24 1.44
H 0.23 -1.76 -0.85
H -1.26 -1.07 -1.56
H -0.52 -2.79 -1.95
Ce 1.50 2.25 -0.20
P 2.41 -1.50 -1.61
C 2.35 -3.31 -1.36
C 2.31 -1.64 -3.46
H 4.40 -0.15 -1.52
H 4.81 -1.83 -1.98
H 4.34 -1.43 -0.30
C 4.18 -1.21 -1.35
H 2.22 -0.62 -3.85
H 3.18 -2.16 -3.92
H 3.08 -3.86 -1.99
H 1.35 -3.71 -1.58
H 1.39 -2.20 -3.72
H 2.56 -3.47 -0.30
C -1.43 -2.65 0.05
O -2.33 -3.43 0.29
Cl 2.12 2.68 -2.71
C -1.38 4.50 3.08
N -1.88 3.28 2.45
C -3.13 2.79 2.70
C -3.48 1.64 2.09
C -2.51 0.98 1.30
N -1.30 1.50 0.94
C -1.07 2.72 1.50
O -0.01 3.36 1.14
N -3.02 -0.18 0.82
H -1.19 5.29 2.33
H -0.49 4.26 3.70
H -2.16 4.83 3.75
H -3.73 3.34 3.43
H -4.45 1.17 2.30
H -3.97 -0.32 1.22
H -2.44 -0.99 0.84
*
```

Here are the Mulliken charges for atoms 1 to 5, given in e:
1 C -0.41
2 I -0.03
3 H -0.23
4 H 0.30
5 H 0.47

---

No. 4
4 unconnected molecules or ions with the total composition C53H54ClFN2O18S2 in a non-equilibrium geometry. Source: the OMol25 dataset; level of theory: ωB97M-V/def2-TZVPD.

For the HOMO energy, the calculation gives -8.483 eV. The value obtained for the largest force on an atom is 4.15 eV/Å. Its frontier orbital gap is 6.659 eV.

Structure (ORCA input):
```
! wB97M-V def2-TZVPD RIJCOSX def2/J DEFGRID3
* xyz 0 1
C 2.07 5.87 0.05
C 2.30 5.69 -1.52
C 0.95 5.96 -2.30
N 0.33 4.74 -2.89
C 0.00 3.78 -1.87
C 0.90 2.61 -1.76
C 0.59 1.66 -0.71
C -0.57 1.82 0.18
C -1.48 2.98 0.09
C -2.68 3.15 1.06
C -4.04 3.56 0.37
C -4.58 4.84 1.15
C -5.91 5.42 0.54
S -7.30 5.27 1.75
O -8.41 6.16 1.40
O -6.82 5.66 3.08
Cl -7.86 3.26 1.70
C -1.14 3.96 -0.95
C -1.96 5.26 -1.16
C -2.83 5.29 -2.35
C -3.66 6.43 -2.70
C -3.61 7.60 -1.82
C -2.77 7.56 -0.64
C -1.91 6.42 -0.29
C -0.75 0.69 1.23
O -1.13 0.85 2.37
C -0.37 -0.74 0.78
C -1.06 -1.96 1.14
C -0.59 -3.27 0.67
C -1.40 -4.56 1.07
C -1.39 -4.86 2.63
C -2.88 -4.99 3.14
S -3.07 -4.09 4.75
C 0.61 -3.41 -0.15
O 1.16 -4.59 -0.62
C 1.57 -5.49 0.44
C 2.06 -4.80 1.76
N 2.69 -5.88 2.59
C 3.91 -5.42 3.26
C 5.18 -5.73 2.34
C 5.26 -7.30 2.09
O 5.09 -5.06 1.07
C 1.30 -2.17 -0.54
F 2.41 -2.19 -1.34
C 0.82 -0.88 -0.09
C 1.53 0.42 -0.51
O 2.71 0.54 -0.73
H 1.83 6.95 0.27
H 3.02 5.63 0.59
H 1.20 5.27 0.42
H 3.07 6.46 -1.79
H 2.73 4.67 -1.72
H 0.27 6.48 -1.58
H 1.16 6.72 -3.10
H 1.02 4.34 -3.53
H 1.77 2.43 -2.43
H -2.89 2.21 1.64
H -2.37 3.90 1.85
H -4.84 2.78 0.54
H -3.97 3.73 -0.73
H -3.78 5.63 1.23
H -4.76 4.50 2.21
H -5.77 6.53 0.42
H -6.19 5.01 -0.46
H -2.88 4.41 -3.03
H -4.28 6.39 -3.62
H -4.25 8.47 -2.09
H -2.75 8.45 0.03
H -1.24 6.40 0.59
H -1.97 -1.90 1.78
H -1.03 -5.43 0.47
H -2.44 -4.37 0.68
H -0.92 -5.87 2.75
H -0.79 -4.09 3.17
H -3.13 -6.06 3.35
H -3.63 -4.54 2.44
H -2.94 -2.75 4.46
H 0.82 -6.27 0.72
H 2.47 -6.06 0.03
H 2.82 -3.99 1.62
H 1.19 -4.43 2.38
H 2.02 -6.29 3.23
H 4.07 -6.06 4.18
H 3.89 -4.34 3.57
H 6.10 -5.38 2.88
H 4.54 -7.56 1.27
H 5.07 -7.89 3.01
H 6.33 -7.51 1.79
H 5.91 -4.55 0.98
C 2.33 11.58 2.64
C 1.60 10.49 2.39
C 1.84 9.65 1.18
O 1.16 8.65 1.00
C 2.90 10.06 0.26
C 3.64 11.15 0.51
C 3.41 11.98 1.73
O 4.11 12.95 1.93
O 4.61 11.54 -0.32
O 0.60 10.11 3.21
H 2.17 12.20 3.51
H 3.06 9.45 -0.62
H 4.99 12.35 0.08
H 0.23 9.30 2.81
C -4.90 -6.62 -0.68
C -5.95 -7.03 -1.39
C -5.84 -8.15 -2.38
O -6.83 -8.49 -2.99
C -4.54 -8.78 -2.56
C -3.48 -8.37 -1.84
C -3.60 -7.27 -0.84
O -2.62 -6.94 -0.20
O -2.27 -8.93 -1.99
O -7.16 -6.45 -1.26
H -4.96 -5.81 0.04
H -4.47 -9.58 -3.28
H -1.69 -8.47 -1.37
H -7.74 -6.92 -1.88
C 4.89 -6.04 -2.08
C 4.11 -7.10 -2.33
C 4.30 -7.94 -3.54
O 3.58 -8.91 -3.72
C 5.36 -7.57 -4.48
C 6.14 -6.51 -4.24
C 5.96 -5.68 -3.00
O 6.70 -4.74 -2.81
O 7.11 -6.14 -5.08
O 3.11 -7.45 -1.49
H 4.76 -5.42 -1.20
H 5.48 -8.18 -5.37
H 7.53 -5.35 -4.68
H 2.70 -8.24 -1.89
*
```

Here are the Mulliken charges for atoms 1 to 5, given in e:
1 C -0.22
2 C -0.45
3 C -0.14
4 N -0.19
5 C 0.07